Entry P
A 3-piece molecular cluster, C3H8NO2 overall, computed with ωB97M-V/def2-TZVPD.

Molar mass ... 90.10 g mol⁻¹
Charge ... +1
Orbital gap ... 7.393 eV

Element x y z (Å)
C1 -0.463 -0.362 -0.136
C2 0.397 0.679 -0.131
C3 -1.192 1.185 -1.478
O1 -1.167 0.465 -2.533
O2 -1.831 1.946 -0.893
N1 1.563 -1.201 2.246
H1 -0.307 -1.289 -0.675
H2 -1.218 -0.366 0.646
H3 0.241 1.345 0.708
H4 1.411 0.771 -0.513
H5 -2.042 0.401 -2.969
H6 1.802 -0.255 1.979
H7 2.178 -1.883 1.813
H8 0.627 -1.435 1.935

***

Entry Q
An isolated ion of composition C3H8NO2 and charge +1, computed with ωB97M-V/def2-TZVPD.

Molar mass ... 90.10 g mol⁻¹
Charge ... +1
Orbital gap ... 11.398 eV
SMILES ... O[C@@H]1C[NH2+][C@H]1O

Element x y z (Å)
O1 -1.895 0.947 0.238
C1 -0.851 0.475 -0.456
C2 -0.304 -1.262 -0.027
N1 1.025 -0.609 0.167
C3 0.437 0.742 0.351
O2 1.398 1.566 -0.115
H1 -2.788 0.598 -0.156
H2 -0.651 0.689 -1.430
H3 -0.880 -1.433 0.984
H4 -0.455 -2.098 -0.822
H5 1.603 -0.844 0.879
H6 1.539 -0.678 -0.655
H7 0.103 0.945 1.368
H8 1.188 2.457 -0.078

***

Which structure wins on stability? entry Q wins.

***

Entry P
C11H25O11V as an isolated structure, computed with ωB97M-V/def2-TZVPD.

Molar mass ... 384.25 g mol⁻¹
Charge ... -2
Orbital gap ... 6.040 eV

Element x y z (Å)
O1 -19.462 15.215 26.290
V1 -17.916 14.846 26.310
O2 -17.086 15.929 25.478
C1 -16.908 12.342 25.859
O3 -16.504 13.115 26.815
O4 -17.107 11.121 26.165
O5 -17.892 12.927 25.245
O6 -16.483 16.637 30.132
C2 -17.347 15.734 29.587
O7 -17.422 15.689 28.321
O8 -17.935 14.948 30.339
H1 -16.267 17.207 29.380
C3 -18.341 18.879 20.773
C4 -18.494 19.359 22.203
C5 -18.277 18.338 23.322
O9 -17.546 20.423 22.404
H2 -17.342 18.916 20.340
H3 -19.017 19.357 20.059
H4 -18.696 17.849 20.662
H5 -19.491 19.799 22.320
H6 -18.452 18.817 24.290
H7 -17.261 17.955 23.323
H8 -19.094 17.614 23.349
H9 -17.803 20.866 23.218
C6 -12.586 14.143 25.630
C7 -13.038 14.498 27.055
C8 -14.082 15.634 27.166
O10 -13.693 13.331 27.518
H10 -13.364 13.664 25.042
H11 -11.764 13.427 25.722
H12 -12.085 15.013 25.189
H13 -12.156 14.737 27.661
H14 -13.874 16.664 26.881
H15 -14.438 15.643 28.202
H16 -14.989 15.246 26.702
H17 -14.655 13.436 27.381
C9 -22.732 14.809 24.095
C10 -23.602 14.071 25.105
C11 -24.355 12.911 24.438
O11 -22.827 13.664 26.201
H18 -22.231 15.672 24.538
H19 -23.369 15.253 23.324
H20 -22.053 14.110 23.606
H21 -24.337 14.802 25.472
H22 -23.659 12.122 24.149
H23 -24.959 13.129 23.557
H24 -25.012 12.545 25.232
H25 -22.007 14.122 25.971

***

Entry Q
C11H25O11V as an isolated structure, computed with ωB97M-V/def2-TZVPD.

Molar mass ... 384.25 g mol⁻¹
Charge ... -2
Orbital gap ... 3.730 eV

Element x y z (Å)
O1 -1.320 0.604 -2.345
V1 -0.632 -0.416 -1.310
O2 0.683 0.341 -0.770
C1 0.536 -4.237 -2.933
O3 0.020 -4.094 -1.785
O4 0.138 -5.201 -3.576
O5 0.389 -3.180 -3.595
O6 -4.511 0.238 3.490
C2 -4.414 -0.464 2.393
O7 -3.340 -0.457 1.720
O8 -5.383 -1.183 2.049
H1 -3.708 0.608 3.117
C3 -4.403 4.446 -7.159
C4 -4.349 3.092 -7.853
C5 -3.283 2.850 -8.853
O9 -4.289 2.017 -6.827
H2 -3.456 4.652 -6.661
H3 -5.213 4.371 -6.434
H4 -4.604 5.178 -7.942
H5 -5.152 3.030 -8.587
H6 -3.172 3.679 -9.553
H7 -3.576 1.955 -9.403
H8 -2.296 2.595 -8.468
H9 -3.819 2.364 -6.065
C6 1.096 1.730 5.013
C7 0.617 2.819 5.888
C8 0.068 2.076 7.145
O10 1.604 3.749 6.227
H10 0.372 0.916 4.992
H11 2.014 1.357 5.466
H12 1.297 2.222 4.062
H13 -0.200 3.381 5.435
H14 -1.005 1.987 6.974
H15 0.143 2.668 8.057
H16 0.469 1.070 7.273
H17 1.169 4.353 6.834
C9 4.455 -3.252 2.491
C10 5.059 -4.316 1.594
C11 6.339 -4.878 2.111
O11 4.239 -5.363 1.463
H18 5.202 -2.481 2.679
H19 3.970 -3.603 3.401
H20 3.626 -2.833 1.921
H21 5.123 -4.127 0.522
H22 6.626 -5.783 1.575
H23 6.431 -5.157 3.160
H24 7.112 -4.157 1.846
H25 3.331 -5.164 1.224

***

Which structure wins on stability? entry P wins.

***

Entry P
One molecule with the formula C21H30N4O3, computed with ωB97M-V/def2-TZVPD.

Molar mass ... 386.50 g mol⁻¹
Orbital gap ... 8.620 eV
SMILES ... CCCCN(CCCC)Cc1ccc(C(=O)NNC(=O)Nc2ccccc2)o1

Element x y z (Å)
C1 0.575 3.089 -1.804
C2 1.300 3.014 -0.466
C3 2.291 1.854 -0.422
C4 2.940 1.715 0.968
N1 3.505 0.422 1.309
C5 4.402 -0.117 0.303
C6 5.385 -1.126 0.902
C7 6.589 -1.381 -0.005
C8 6.215 -2.073 -1.311
C9 2.558 -0.530 1.870
C10 1.496 -0.989 0.920
C11 1.499 -1.959 -0.047
C12 0.268 -1.854 -0.726
C13 -0.409 -0.819 -0.132
C14 -1.691 -0.216 -0.490
O1 -2.427 -0.681 -1.348
N2 -1.971 0.900 0.230
N3 -3.054 1.753 0.023
C15 -4.404 1.462 0.264
O2 -5.133 2.357 0.632
N4 -4.731 0.180 -0.021
C16 -5.982 -0.428 0.098
C17 -6.132 -1.698 -0.456
C18 -7.336 -2.366 -0.349
C19 -8.403 -1.779 0.311
C20 -8.254 -0.518 0.863
C21 -7.053 0.161 0.763
O3 0.336 -0.300 0.879
H1 0.015 2.175 -1.989
H2 1.288 3.222 -2.615
H3 -0.119 3.926 -1.819
H4 0.565 2.889 0.335
H5 1.830 3.951 -0.281
H6 1.769 0.935 -0.687
H7 3.064 2.010 -1.177
H8 2.198 1.952 1.734
H9 3.746 2.451 1.055
H10 3.857 -0.576 -0.536
H11 4.974 0.727 -0.088
H12 4.884 -2.076 1.093
H13 5.733 -0.729 1.858
H14 7.085 -0.434 -0.225
H15 7.302 -2.009 0.535
H16 7.109 -2.299 -1.888
H17 5.571 -1.441 -1.917
H18 5.693 -3.007 -1.111
H19 3.122 -1.393 2.225
H20 2.079 -0.051 2.729
H21 2.282 -2.663 -0.243
H22 -0.082 -2.443 -1.548
H23 -1.358 1.126 1.004
H24 -2.831 2.729 0.175
H25 -4.049 -0.341 -0.575
H26 -5.298 -2.151 -0.973
H27 -7.443 -3.349 -0.785
H28 -9.344 -2.301 0.394
H29 -9.082 -0.053 1.378
H30 -6.942 1.145 1.186

***

Entry Q
One molecule with the formula C21H30N4O3, computed with ωB97M-V/def2-TZVPD.

Molar mass ... 386.50 g mol⁻¹
Orbital gap ... 8.974 eV
SMILES ... CCCCN(CCCC)Cc1ccc(C(=O)NNC(=O)Nc2ccccc2)o1

Element x y z (Å)
C1 -8.247 -1.400 0.894
C2 -7.701 -1.006 -0.474
C3 -6.205 -1.278 -0.624
C4 -5.343 -0.393 0.292
N1 -3.920 -0.438 0.033
C5 -3.297 -1.732 0.235
C6 -1.821 -1.580 0.611
C7 -1.196 -2.876 1.127
C8 -1.075 -3.951 0.052
C9 -3.501 0.256 -1.178
C10 -2.702 1.469 -0.816
C11 -3.048 2.792 -0.732
C12 -1.902 3.477 -0.281
C13 -0.931 2.523 -0.111
C14 0.455 2.633 0.335
O1 1.041 3.685 0.543
N2 1.047 1.433 0.569
N3 2.412 1.406 0.871
C15 3.158 0.408 0.269
O2 2.615 -0.534 -0.270
N4 4.500 0.590 0.442
C16 5.549 -0.258 0.068
C17 5.345 -1.467 -0.590
C18 6.431 -2.251 -0.934
C19 7.721 -1.848 -0.634
C20 7.924 -0.645 0.022
C21 6.847 0.147 0.371
O3 -1.423 1.304 -0.444
H1 -8.024 -2.444 1.106
H2 -9.326 -1.269 0.921
H3 -7.811 -0.788 1.679
H4 -7.895 0.055 -0.649
H5 -8.236 -1.570 -1.242
H6 -6.006 -2.329 -0.405
H7 -5.919 -1.096 -1.663
H8 -5.490 -0.690 1.333
H9 -5.659 0.649 0.195
H10 -3.818 -2.219 1.064
H11 -3.394 -2.376 -0.654
H12 -1.754 -0.815 1.387
H13 -1.252 -1.233 -0.252
H14 -0.197 -2.649 1.506
H15 -1.789 -3.259 1.961
H16 -2.053 -4.263 -0.303
H17 -0.564 -4.825 0.449
H18 -0.501 -3.576 -0.793
H19 -2.888 -0.402 -1.805
H20 -4.365 0.581 -1.765
H21 -4.000 3.220 -0.968
H22 -1.792 4.526 -0.099
H23 0.696 0.552 0.211
H24 2.751 2.359 0.975
H25 4.787 1.425 0.933
H26 4.343 -1.782 -0.825
H27 6.264 -3.187 -1.445
H28 8.562 -2.466 -0.907
H29 8.925 -0.320 0.263
H30 7.009 1.085 0.883

***

Which structure wins on stability? entry P wins.

***

Entry P
A 13-piece molecular cluster, H26O13 overall, computed with ωB97M-V/def2-TZVPD.

Molar mass ... 234.20 g mol⁻¹
Charge ... +1
2S+1 ... 2
Orbital gap (alpha / beta) ... 9.610 / 2.468 eV
⟨S²⟩ ... 0.755

Element x y z (Å)
O1 1.437 1.975 2.058
H1 1.206 2.197 2.964
H2 1.481 1.019 2.015
O2 1.129 -1.313 -0.499
H3 0.228 -1.414 -0.162
H4 1.449 -0.413 -0.562
O3 -2.230 0.098 1.160
H5 -1.988 -0.845 1.224
H6 -3.149 -0.034 1.447
O4 -0.150 -1.081 -3.724
H7 -0.759 -1.767 -4.051
H8 0.277 -1.577 -3.005
O5 2.503 -0.889 -2.528
H9 2.235 -0.943 -3.466
H10 3.017 -0.069 -2.644
O6 2.347 -0.984 2.032
H11 2.906 -1.511 1.466
H12 1.440 -1.162 2.258
O7 -1.696 2.090 2.927
H13 -1.441 2.620 2.166
H14 -1.683 1.167 2.598
O8 -1.413 -2.938 0.868
H15 -0.760 -2.945 0.158
H16 -1.119 -3.731 1.336
O9 -3.688 2.082 -0.639
H17 -2.838 2.083 -1.099
H18 -3.524 2.828 -0.046
O10 2.995 1.669 -1.517
H19 2.828 1.794 -0.564
H20 3.597 0.914 -1.467
O11 -1.869 -1.918 -1.667
H21 -1.559 -1.132 -2.127
H22 -2.768 -1.755 -1.360
O12 0.280 1.183 -2.483
H23 0.136 1.291 -3.440
H24 1.204 0.924 -2.287
O13 0.292 0.995 4.383
H25 -0.517 1.438 4.034
H26 0.166 0.056 4.246

***

Entry Q
A 13-piece molecular cluster, H26O13 overall, computed with ωB97M-V/def2-TZVPD.

Molar mass ... 234.20 g mol⁻¹
Charge ... +1
2S+1 ... 2
Orbital gap (alpha / beta) ... 11.073 / 2.803 eV
⟨S²⟩ ... 0.758

Element x y z (Å)
O1 3.714 0.236 -0.859
H1 3.089 -0.471 -0.700
H2 3.736 0.328 -1.811
O2 0.629 -1.688 2.940
H3 -0.207 -1.418 3.319
H4 0.984 -0.890 2.548
O3 -1.501 2.383 1.808
H5 -1.542 2.749 2.692
H6 -0.639 1.971 1.758
O4 -2.754 -1.128 -1.595
H7 -2.672 -0.464 -2.279
H8 -2.557 -0.662 -0.783
O5 -3.190 -2.422 1.231
H9 -4.083 -2.408 1.575
H10 -2.923 -1.503 1.218
O6 1.037 -1.247 -2.945
H11 0.877 -0.309 -3.049
H12 0.937 -1.406 -2.007
O7 -3.021 0.461 0.667
H13 -2.456 1.056 1.160
H14 -3.895 0.846 0.738
O8 2.988 2.185 0.731
H15 3.326 1.518 0.134
H16 3.073 1.794 1.601
O9 1.121 3.554 -0.963
H17 1.564 4.363 -1.220
H18 1.785 3.058 -0.485
O10 -0.779 -2.841 -0.129
H19 -0.735 -2.999 -1.072
H20 -1.713 -2.746 0.056
O11 1.874 -2.114 -0.368
H21 2.366 -2.910 -0.167
H22 0.978 -2.310 -0.092
O12 0.119 1.221 -1.967
H23 0.422 1.999 -1.499
H24 -0.634 1.524 -2.474
O13 0.286 0.377 1.120
H25 -0.481 -0.099 0.800
H26 0.878 0.412 0.368

***

Which structure wins on stability? entry Q wins.

***

Entry P
A 11-piece molecular cluster, H22O11 overall, computed with ωB97M-V/def2-TZVPD.

Molar mass ... 198.17 g mol⁻¹
Orbital gap ... 11.151 eV
SMILES ... O.O.O.O.O.O.O.O.O.O.O

Element x y z (Å)
O1 1.223 -0.596 33.329
H1 1.288 -0.754 34.271
H2 2.073 -0.228 33.088
O2 3.816 2.460 28.793
H3 3.705 1.515 28.896
H4 4.759 2.601 28.870
O3 4.038 -3.986 32.668
H5 4.060 -3.778 33.602
H6 3.781 -4.908 32.634
O4 2.694 -1.262 29.584
H7 1.801 -0.917 29.605
H8 2.723 -1.897 30.300
O5 -0.804 0.218 30.451
H9 -1.271 1.010 30.716
H10 -0.448 -0.135 31.266
O6 6.943 -3.552 29.895
H11 7.252 -4.458 29.865
H12 6.036 -3.618 30.196
O7 6.394 -2.674 26.222
H13 5.603 -2.536 26.744
H14 7.086 -2.815 26.868
O8 -2.468 -0.890 27.122
H15 -3.221 -1.138 27.658
H16 -1.932 -0.347 27.700
O9 0.246 3.773 29.824
H17 -0.083 3.870 28.930
H18 0.986 3.171 29.744
O10 0.941 -2.854 25.530
H19 1.279 -2.164 24.960
H20 0.402 -2.392 26.172
O11 4.021 1.859 32.767
H21 4.835 2.353 32.875
H22 3.920 1.770 31.819

***

Entry Q
A 11-piece molecular cluster, H22O11 overall, computed with ωB97M-V/def2-TZVPD.

Molar mass ... 198.17 g mol⁻¹
Orbital gap ... 8.992 eV
SMILES ... O.O.O.O.O.O.O.O.O.O.O

Element x y z (Å)
O1 13.433 13.562 -22.015
H1 13.492 13.401 -21.062
H2 13.342 14.513 -22.076
O2 11.648 15.158 -23.781
H3 11.846 16.058 -24.034
H4 11.580 15.199 -22.840
O3 9.076 11.033 -21.569
H5 8.902 11.065 -20.615
H6 9.884 11.609 -21.614
O4 11.322 10.028 -24.626
H7 11.631 9.349 -24.045
H8 11.445 10.832 -24.131
O5 9.248 13.552 -23.894
H9 9.848 14.205 -24.155
H10 8.450 14.004 -23.528
O6 15.861 13.053 -22.792
H11 14.930 13.204 -22.669
H12 16.031 12.330 -23.428
O7 12.415 11.392 -20.316
H13 11.765 10.718 -20.141
H14 11.934 12.224 -20.310
O8 11.426 12.117 -23.058
H15 10.589 12.551 -23.132
H16 12.015 12.776 -22.780
O9 7.931 11.717 -25.180
H17 7.002 11.891 -24.932
H18 8.461 12.330 -24.615
O10 13.684 12.964 -25.077
H19 12.725 12.976 -24.979
H20 14.104 13.751 -24.701
O11 13.899 9.796 -22.086
H21 13.896 9.953 -23.030
H22 13.421 10.558 -21.799

***

Entry R
A 11-piece molecular cluster, H22O11 overall, computed with ωB97M-V/def2-TZVPD.

Molar mass ... 198.16 g mol⁻¹
Orbital gap ... 9.369 eV
SMILES ... O.O.O.O.O.O.O.O.O.O.O

Element x y z (Å)
O1 -1.115 0.720 -0.064
H1 -0.846 -0.014 0.532
H2 -1.211 1.403 0.570
O2 -1.678 -3.426 0.123
H3 -1.225 -4.305 -0.042
H4 -2.395 -3.417 -0.559
O3 -3.365 -0.478 -2.566
H5 -3.040 0.330 -3.138
H6 -2.637 -1.094 -2.491
O4 2.120 -2.844 -1.214
H7 2.632 -2.820 -0.326
H8 1.176 -2.946 -1.068
O5 3.663 1.573 0.305
H9 2.737 1.287 0.356
H10 3.995 1.779 1.246
O6 1.911 2.767 1.717
H11 1.063 2.312 1.684
H12 1.834 3.207 0.792
O7 -2.248 3.780 -1.569
H13 -2.682 3.638 -2.431
H14 -1.390 4.346 -1.754
O8 3.964 -0.707 -1.076
H15 4.537 -0.574 -0.264
H16 3.128 -0.411 -0.709
O9 -0.479 -1.615 2.542
H17 -0.483 -1.873 3.532
H18 0.337 -1.896 2.109
O10 0.452 -0.071 -1.013
H19 0.811 -0.013 -1.916
H20 1.213 -0.299 -0.374
O11 -3.589 0.169 2.557
H21 -4.306 0.635 1.983
H22 -2.882 0.860 2.525

***

Entry S
A 11-piece molecular cluster, H22O11 overall, computed with ωB97M-V/def2-TZVPD.

Molar mass ... 198.16 g mol⁻¹
Orbital gap ... 9.717 eV
SMILES ... O.O.O.O.O.O.O.O.O.O.O

Element x y z (Å)
O1 0.084 0.541 0.224
H1 0.541 0.598 -0.630
H2 -0.728 0.037 -0.059
O2 -4.614 1.454 -0.553
H3 -4.643 2.349 -0.370
H4 -3.859 1.234 -1.111
O3 -0.619 3.569 -1.063
H5 -0.761 3.256 -0.160
H6 0.221 3.307 -1.200
O4 4.338 -1.142 1.101
H7 3.693 -0.695 1.710
H8 4.207 -0.699 0.276
O5 -2.055 -0.896 2.675
H9 -1.823 -0.142 2.089
H10 -1.811 -0.677 3.565
O6 3.705 1.624 -0.527
H11 3.478 0.931 -1.228
H12 2.972 1.442 0.091
O7 -2.174 -3.432 -1.050
H13 -2.197 -2.763 -0.371
H14 -1.463 -3.077 -1.642
O8 -3.455 -1.108 0.620
H15 -2.848 -1.150 -0.119
H16 -3.792 -0.182 0.496
O9 2.376 -2.633 0.046
H17 2.527 -2.812 0.970
H18 3.008 -3.216 -0.478
O10 1.152 3.455 0.746
H19 0.768 2.697 1.337
H20 1.638 2.973 0.121
O11 0.924 -1.884 -1.785
H21 1.191 -1.173 -2.356
H22 0.019 -1.788 -1.365

***

Which structure wins on stability? entry P wins.